DFT (wB97M-V/def2-TZVPD) results for a structure of composition C28H43BrIrN2P2S.

Geometry as XYZ:
```
78
C28H43BrIrN2P2S, DFT wB97M-V/def2-TZVPD
H 0.2446 2.2855 0.6515
H -3.2185 -0.4537 -6.4469
C -1.6939 0.3164 -1.0736
P 0.6957 -0.3600 3.6669
H 2.3027 -4.9926 0.1496
H 4.6721 1.4307 -1.7946
H -3.9318 0.5001 2.9531
H 2.1935 -3.0396 3.7819
H -1.2296 2.2491 -2.8482
H -0.2538 -2.8251 -2.9239
P 1.6160 1.0993 -0.8679
C -3.8766 -2.1191 0.7804
H 1.2371 2.3621 4.7304
H 0.2109 3.3773 3.6867
C -3.1560 -1.5455 -0.2458
C -4.0367 -1.4131 1.9596
C -0.9763 -1.0910 3.8205
H 5.3324 0.1754 -0.7435
H -1.8382 1.3848 -1.2430
H -2.6746 -1.1944 5.1639
H 1.0641 -0.3565 -3.1596
C 4.4158 0.5242 -1.2348
H -1.1006 -1.1129 5.9923
S 0.6495 -4.7964 -1.7181
C 1.6206 -1.3852 2.4983
C -1.6794 -0.7307 5.1397
C 0.7550 3.8625 -0.6957
H 1.5900 4.2457 -1.2869
C -2.8667 0.4891 1.0813
C 0.3639 1.3152 3.0256
H -0.0863 3.7027 -1.3717
H 1.0890 0.8085 -4.4925
C 3.3321 0.8019 -0.1924
H 1.1857 2.4097 -2.8221
C -2.4110 2.1685 -4.6238
C 1.1201 2.6088 0.0706
N -2.9466 1.4440 -5.5992
H 0.4671 4.6442 0.0145
H 3.1385 -1.5707 4.0437
C 1.8794 1.5821 -2.6288
H 2.5809 -2.3269 0.2041
C 0.3917 -3.1298 -2.1029
H -1.8084 0.3545 5.2572
H 1.2001 1.5326 2.3401
C 1.8861 -2.9242 -0.4005
H -0.5371 2.2248 4.8175
C 0.3117 2.3798 4.1361
H 2.0855 -0.7205 1.7563
N 0.9218 -2.2706 -1.1850
H 1.9187 2.8174 0.7955
H 2.8979 1.9726 -2.7467
Br -4.9083 -2.2476 3.3825
H 3.5990 1.6969 0.3939
C 1.7930 -4.2936 -0.5020
C -1.6206 1.5973 -3.6159
C -2.7457 0.1226 -5.6459
H -2.4045 1.4745 1.2055
C -1.3477 -0.5047 -2.2576
H -2.6297 3.2361 -4.5668
H 3.2708 -0.0211 0.5257
H -1.5437 -0.7428 2.9442
Ir 0.0596 -0.4374 -0.7419
C -1.9982 -0.5399 -4.6689
H -0.5739 1.2733 2.4399
H -4.2882 -3.1104 0.6994
C 1.6584 0.4468 -3.6255
H 0.8958 -2.0256 1.9769
H -1.8446 -1.6209 -4.7020
C -2.6009 -0.2765 -0.0670
C -3.6648 -0.0714 2.0719
H 2.6016 -0.0021 -3.9668
H -2.9191 -2.1228 -1.1368
C 2.6628 -2.1910 3.2761
C -1.5399 0.1950 -3.5622
H 3.4459 -2.5751 2.6181
H 4.1029 -0.2324 -1.9580
H -1.6530 -1.5537 -2.3341
H -0.8546 -2.1848 3.7479
```

Values from the calculation:
Relative energy (zero: lowest compared OMol25 entry of this formula, charge and spin) (eV): 0.000
Kohn-Sham gap (alpha / beta) (eV): 6.768 / 5.022
Total energy (eV): -134960.86860
2S+1: 6
Total charge: +4

Charges in e, computed with Mulliken, in the same order as the atoms: -0.4681 0.4713 -1.1908 0.2089 0.4616 0.4154 0.5106 0.4219 0.3127 0.4747 1.0640 -0.8849 0.4097 0.4060 -0.2398 0.1816 0.6493 0.4346 0.8332 0.2554 0.0646 -1.5268 0.4184 0.0198 1.4777 -1.1959 -1.6462 0.3986 -0.2790 1.4909 0.2731 0.3415 -0.0729 0.4609 -0.7855 0.0176 0.0785 0.4670 0.4706 -0.8680 0.5022 -0.2841 0.2742 -0.2516 -0.3504 0.2949 -1.4487 -1.3551 0.3048 0.6912 0.7234 0.2039 0.6457 -0.5872 0.2521 -0.6290 0.6526 -1.8866 0.4329 -0.0906 -0.7740 0.9842 -0.2037 -0.7094 0.5500 -1.0992 0.2388 0.5326 0.4582 -0.8575 0.4135 0.3993 -1.4440 1.2228 0.3788 0.3123 0.6360 0.5348